[1]
C21H34Br21IN2O5 as an isolated structure. Source: OMol25; level of theory: ωB97M-V with the def2-TZVPD basis set.

Each line ends with the Mulliken charge.
Positions of all 84 atoms, in Å:
C  3.551  2.238  1.708  -0.91
C  3.535  1.153  0.503  0.63
C  2.586  -0.104  0.834  -0.02
C  1.550  -0.406  -0.381  0.10
N  0.404  -1.138  0.238  0.23
C  -0.200  -2.111  -0.660  0.04
O  0.208  -3.299  -0.599  -0.58
O  -1.182  -1.828  -1.646  -0.20
C  -2.435  -1.389  -1.075  -0.37
I  -3.771  -0.975  -2.801  0.05
C  -3.099  -2.636  -0.329  -0.27
C  -4.466  -2.047  0.513  -0.01
C  -5.837  -2.991  0.313  -0.90
O  -4.955  -2.929  1.649  -0.39
O  -2.360  -0.221  -0.269  0.02
C  -1.824  0.926  -0.963  -0.46
C  -2.873  2.135  -1.124  -0.41
N  -3.665  2.261  0.160  -0.02
C  -4.116  3.707  0.172  -0.92
C  -5.382  3.885  1.131  0.34
C  -5.160  3.080  2.517  -1.02
O  -6.537  3.407  0.404  -0.54
H  4.200  1.830  2.564  0.10
H  3.944  3.247  1.325  0.27
H  2.498  2.424  2.115  0.31
H  4.582  0.733  0.288  0.39
H  3.070  1.686  -0.387  -0.64
H  3.189  -1.041  1.110  -0.70
H  1.907  0.105  1.744  0.39
H  2.107  -1.017  -1.170  0.15
H  1.181  0.599  -0.802  0.06
H  0.633  -1.533  1.156  0.30
H  -3.512  -3.408  -1.060  0.42
H  -2.469  -3.077  0.506  0.30
H  -4.612  -0.866  0.572  0.56
H  -5.735  -4.060  -0.047  0.26
H  -6.726  -2.644  0.936  0.34
H  -0.971  1.336  -0.304  0.11
H  -1.371  0.712  -1.983  0.35
H  -2.253  3.080  -1.288  0.35
H  -3.611  1.944  -1.976  0.11
H  -3.039  2.132  0.969  0.21
H  -4.386  4.052  -0.888  0.35
H  -3.208  4.331  0.484  0.40
H  -5.552  5.006  1.345  0.20
H  -4.196  3.507  2.976  0.30
H  -4.993  1.968  2.363  0.15
H  -6.066  3.248  3.184  0.38
H  -7.187  3.097  1.066  0.32
C  -4.565  -1.110  4.728  -0.41
Br  -4.129  0.483  5.749  -0.08
Br  -4.283  -0.854  2.827  0.21
Br  -3.622  -2.670  5.390  -0.06
H  -5.628  -1.297  4.869  0.37
C  4.905  -3.613  2.790  -0.31
Br  3.379  -3.500  1.598  0.00
Br  6.583  -3.521  1.824  -0.02
Br  4.819  -2.289  4.204  -0.02
H  4.865  -4.591  3.266  0.35
C  7.488  3.321  3.237  -0.35
Br  6.935  1.518  3.686  0.02
Br  7.357  3.661  1.332  -0.01
Br  6.528  4.648  4.274  -0.01
H  8.540  3.408  3.504  0.35
C  -2.304  1.219  -5.582  0.38
Br  -1.552  2.724  -4.617  -0.05
Br  -3.510  1.793  -6.988  -0.06
Br  -0.924  0.036  -6.255  0.08
H  -2.895  0.646  -4.870  -0.43
C  4.104  1.172  -3.587  -0.30
Br  5.414  1.689  -4.919  -0.04
Br  3.604  2.660  -2.450  -0.01
Br  2.553  0.328  -4.387  0.01
H  4.576  0.428  -2.948  0.33
C  8.871  -4.768  5.352  -0.31
Br  9.159  -2.954  4.730  0.00
Br  7.421  -4.867  6.636  -0.01
Br  8.613  -6.004  3.880  -0.02
H  9.777  -5.074  5.871  0.33
C  -0.780  -2.168  -9.561  -0.30
Br  0.960  -2.280  -8.711  -0.02
Br  -1.133  -0.390  -10.247  0.00
Br  -1.001  -3.525  -10.929  -0.05
H  -1.523  -2.367  -8.792  0.33

Forces on atoms 1 to 6 (eV/Å):
C 0.265 -0.524 -0.285
C -1.018 -0.080 0.921
C -0.577 0.214 0.030
C 1.134 0.755 1.044
N -1.069 0.020 -2.071
C 2.270 -4.167 1.114

Properties
Energy above the lowest of the compared OMol25 structures with the same formula, charge and spin (kJ/mol): 467.2
HOMO energy (eV): -9.23
Molecular weight (g/mol): 2199.4
E (eV): -1514528.777
Orbital gap (Eh): 0.3292

[2]
A 15-piece molecular cluster, C20H70N8O15 overall. Source: OMol25; level of theory: ωB97M-V with the def2-TZVPD basis set.

Each line ends with the Mulliken charge.
Positions of all 113 atoms, in Å:
C  -4.422  -0.051  1.066  0.28
C  -5.348  -1.228  1.285  -0.59
O  -5.956  -1.051  2.605  -0.59
H  -4.975  0.849  0.952  0.58
H  -3.819  -0.145  0.142  -0.28
H  -3.669  0.039  1.837  -0.36
H  -4.901  -2.223  1.225  0.12
H  -6.221  -1.322  0.603  0.34
H  -5.334  -1.199  3.311  0.29
C  -2.669  3.937  2.911  -1.26
C  -2.733  2.488  2.504  -0.45
O  -1.678  2.274  1.599  -0.08
H  -1.795  4.218  3.531  0.23
H  -3.501  4.227  3.520  0.46
H  -2.751  4.571  1.991  0.23
H  -3.602  2.339  1.882  0.38
H  -2.718  1.766  3.325  0.24
H  -1.993  2.428  0.749  -0.03
C  1.217  1.735  5.521  -1.31
C  -0.008  1.736  4.552  -0.13
O  0.319  2.287  3.246  -0.65
H  1.952  1.007  5.208  0.19
H  0.844  1.649  6.561  0.39
H  1.775  2.660  5.518  0.33
H  -0.824  2.281  5.013  0.49
H  -0.527  0.826  4.416  0.10
H  -0.458  2.341  2.642  0.29
C  2.269  -0.819  2.916  0.35
C  3.344  0.198  2.810  -0.79
O  2.798  1.321  2.171  -0.67
H  1.435  -0.342  3.297  -0.61
H  2.583  -1.657  3.516  0.52
H  2.069  -1.063  1.878  -0.02
H  4.201  -0.228  2.266  0.40
H  3.705  0.433  3.772  0.44
H  1.992  1.589  2.645  0.20
C  0.791  4.189  0.560  -0.61
C  -0.035  4.144  -0.686  0.36
O  0.803  3.948  -1.839  -0.61
H  0.098  4.202  1.347  0.01
H  1.365  5.068  0.627  0.42
H  1.399  3.340  0.615  -0.10
H  -0.671  4.972  -0.744  0.81
H  -0.691  3.269  -0.544  -0.40
H  1.255  3.106  -1.707  0.27
C  -2.531  1.778  -2.297  0.07
O  -2.514  1.559  -0.915  -0.35
N  -2.401  2.984  -2.816  -0.38
N  -2.681  0.835  -3.170  -0.39
H  -2.230  3.706  -2.088  0.25
H  -2.185  3.207  -3.810  0.22
H  -2.959  0.036  -2.639  0.31
H  -2.895  0.825  -4.186  0.31
C  3.663  1.915  -1.387  0.39
O  2.403  1.610  -1.867  -0.54
N  4.063  1.597  -0.172  -0.18
N  4.679  2.206  -2.148  -0.35
H  3.526  1.265  0.648  0.24
H  4.986  1.981  0.099  0.22
H  4.566  2.245  -3.158  0.22
H  5.388  2.733  -1.759  0.17
C  2.519  0.822  -5.141  0.51
O  3.765  1.392  -5.037  -0.80
N  1.660  0.752  -4.137  -0.13
N  2.081  0.327  -6.240  -0.35
H  2.031  1.149  -3.212  0.17
H  0.987  -0.008  -4.093  0.31
H  2.692  0.024  -7.076  0.30
H  1.165  -0.095  -6.306  0.18
C  -2.964  -2.763  -1.031  0.11
O  -3.373  -1.643  -1.740  -0.79
N  -3.252  -3.981  -1.359  -0.30
N  -2.150  -2.665  -0.045  0.60
H  -3.800  -3.995  -2.250  0.32
H  -2.958  -4.877  -0.956  0.20
H  -1.844  -1.698  0.177  -0.50
H  -2.080  -3.383  0.635  0.45
C  3.797  -3.927  0.639  -0.77
O  2.968  -2.836  0.408  -0.26
H  3.840  -4.248  1.729  0.21
H  4.777  -3.704  0.261  0.27
H  3.281  -4.754  0.134  0.29
H  2.021  -3.052  0.359  0.31
C  -0.640  -2.096  3.327  -0.51
O  -1.495  -0.997  2.987  -0.54
H  0.071  -1.825  4.131  0.26
H  -0.208  -2.542  2.415  0.04
H  -1.215  -2.871  3.850  0.34
H  -1.245  -0.762  2.062  0.11
C  0.416  0.087  -0.163  0.34
O  -0.809  -0.329  0.453  3.19
H  1.171  -0.689  -0.277  -0.22
H  0.896  0.910  0.401  -0.58
H  0.182  0.424  -1.191  -0.20
H  -1.372  0.388  0.196  -1.53
C  -0.829  -1.916  -3.291  -0.17
O  -0.568  -0.670  -3.790  -0.67
H  -0.139  -2.577  -3.740  0.27
H  -1.838  -2.174  -3.653  0.33
H  -0.724  -1.842  -2.275  -0.22
H  -1.227  0.066  -3.512  0.36
C  2.576  -2.418  -2.843  0.25
O  2.536  -3.322  -3.956  -0.61
H  1.750  -1.710  -2.748  -0.25
H  3.484  -1.844  -2.891  0.43
H  2.645  -2.996  -1.909  -0.17
H  1.905  -2.976  -4.611  0.36
C  0.406  -4.792  -0.694  -0.70
O  0.480  -3.498  -0.095  -0.38
H  0.728  -4.676  -1.736  0.22
H  -0.614  -5.182  -0.703  0.26
H  1.115  -5.404  -0.111  0.26
H  -0.396  -3.192  -0.305  0.01

Forces on atoms 1 to 6 (eV/Å):
C 0.951 -1.242 -1.635
C -0.881 0.122 1.278
O -0.737 -0.312 -0.969
H -0.550 0.807 0.185
H -0.530 -0.119 0.215
H -0.145 -0.080 0.576

Properties
Energy above the lowest of the compared OMol25 structures with the same formula, charge and spin (kJ/mol): 0.0
HOMO energy (eV): -8.25
Molecular weight (g/mol): 662.8
E (eV): -64504.826
Orbital gap (Eh): 0.3057